Computed, not measured: C12H32FN2O12P2V as an isolated structure at a distorted geometry, with ωB97M-V/def2-TZVPD.

Its multiplicity is 1. Its LUMO energy is 0.29 eV. The total energy is -3215.68773 a.u. The calculation puts the highest occupied orbital energy at -0.2989 Eh. For the gap between HOMO and LUMO, the calculation gives 8.426 eV. The energy above the lowest of the compared OMol25 structures with the same formula, charge and spin is 0.00 kJ/mol.

Last column: Löwdin charge in e.
Element x y z (Å)
O1 -2.222 -0.687 0.283  -0.38
V1 -0.875 0.187 -0.016  0.90
O2 -1.047 1.579 0.796  -0.35
F1 -1.282 1.160 -1.863  -0.47
C1 -4.798 1.539 -0.781  0.01
C2 -4.739 2.751 -1.674  -0.56
O3 -5.794 3.323 -1.966  0.00
N1 -3.543 3.084 -2.187  0.01
C3 -3.290 4.160 -3.104  -0.08
H1 -3.930 0.942 -1.043  0.05
H2 -5.732 1.035 -1.003  0.08
H3 -4.694 1.818 0.265  0.09
H4 -2.758 2.459 -2.005  0.09
H5 -4.193 4.695 -3.394  0.08
H6 -2.702 3.887 -3.977  0.08
H7 -2.738 4.966 -2.603  0.08
C4 1.364 -3.079 -2.388  0.03
C5 0.042 -2.370 -2.191  -0.50
O4 -0.075 -1.548 -1.280  -0.05
N2 -0.968 -2.647 -3.011  0.04
C6 -2.315 -2.128 -2.964  -0.04
H8 1.347 -3.696 -3.288  0.08
H9 1.559 -3.747 -1.550  0.09
H10 2.121 -2.304 -2.454  0.08
H11 -0.727 -3.279 -3.758  0.14
H12 -2.394 -1.375 -2.179  0.06
H13 -3.079 -2.870 -2.736  0.09
H14 -2.530 -1.607 -3.896  0.09
C7 3.604 -1.031 0.054  -0.08
O5 3.881 0.368 -0.116  -0.20
P1 2.616 1.371 -0.060  0.46
O6 1.267 0.855 -0.328  -0.25
O7 3.009 2.612 -0.977  -0.19
C8 4.334 3.160 -0.928  -0.08
O8 2.799 1.973 1.418  -0.21
C9 1.719 2.722 1.950  -0.11
H15 4.013 -1.289 1.029  0.08
H16 4.057 -1.606 -0.753  0.09
H17 2.543 -1.281 -0.019  0.07
H18 4.659 3.246 -1.962  0.09
H19 5.027 2.552 -0.350  0.08
H20 4.323 4.150 -0.472  0.09
H21 1.154 2.131 2.680  0.08
H22 0.950 3.057 1.253  0.08
H23 2.059 3.558 2.562  0.09
C10 -0.603 -3.965 1.327  -0.07
O9 0.647 -3.528 1.887  -0.18
P2 0.652 -2.089 2.512  0.41
O10 0.240 -0.977 1.634  -0.25
O11 -0.237 -2.230 3.818  -0.19
C11 -0.733 -1.123 4.568  -0.07
O12 2.153 -2.009 3.056  -0.19
C12 2.652 -0.774 3.539  -0.09
H24 -0.924 -4.844 1.879  0.10
H25 -0.380 -4.273 0.300  0.08
H26 -1.393 -3.226 1.179  0.09
H27 0.020 -0.740 5.260  0.09
H28 -1.628 -1.454 5.084  0.09
H29 -0.950 -0.288 3.895  0.09
H30 3.202 -0.922 4.469  0.10
H31 1.906 -0.007 3.750  0.08
H32 3.353 -0.343 2.825  0.07